Computed, not measured: a 5-piece molecular cluster, C21H50O8PS overall in a non-equilibrium geometry, with ωB97M-V with the def2-TZVPD basis set.

Its charge is +1. Its molecular weight is 493.66 g mol⁻¹. The LUMO energy comes out at -4.0 eV. The highest occupied orbital energy is -10.72 eV.

```
81
Properties=species:S:1:pos:R:3:forces:R:3
S -0.8477 4.1797 1.8651 0.5846 -2.2903 0.8435
P -2.1038 4.6287 0.1643 -0.6228 1.1353 -1.8148
O -6.7455 2.0272 -1.8730 0.2287 0.0471 -0.1716
O -0.2231 -1.7435 3.2488 -0.2346 0.1323 -0.0058
O 4.8607 0.2338 -3.1192 -0.1687 0.0088 0.3018
O 2.6610 0.6012 -1.1933 -0.0736 0.2572 0.0004
O -8.2585 2.5028 -4.3578 0.0658 -0.1742 0.2672
O 7.0617 -2.9588 -0.3059 0.0298 -0.1748 0.1615
O 6.4308 -3.6965 2.4790 0.0736 0.2510 -0.1413
O -2.0583 -3.5004 4.7462 0.1475 0.0589 -0.2835
C -2.3540 -4.1821 3.5369 -0.0765 -0.0440 0.1165
C 3.7160 -0.5998 -3.0275 0.1273 0.2772 -0.3491
C -1.3292 -0.9340 2.8995 0.1036 -0.0897 0.0112
C 7.2378 -2.6171 2.9221 -0.0282 -0.0910 0.0743
C -0.6614 -3.3889 4.9869 -0.2968 0.1767 0.3010
C 5.4757 -3.3041 1.5032 0.0170 -0.4709 0.1050
C 3.0175 1.9699 -1.0888 -0.0491 -0.1315 0.0863
C -3.6348 3.5717 0.2089 0.2017 -1.1289 0.2850
C -1.1496 3.9895 -1.3221 0.0791 0.2097 0.9964
C -7.1234 3.3080 -2.3713 -0.2806 -0.0986 0.3349
C -0.1519 -2.0005 4.6496 0.3235 -0.2504 -0.1356
C -0.0959 2.5883 1.6689 -0.1970 1.4226 -0.1733
C -3.3982 2.0283 0.4186 -1.0088 0.2656 -0.3028
C 0.3085 1.5369 1.2447 -0.1121 -0.0081 -0.7657
C 2.5043 0.1761 -2.5471 -0.0425 -0.4279 0.1938
C 5.9171 -3.6958 0.1049 -0.0524 0.4320 -0.1131
C -8.7764 1.1829 -4.2673 -0.0477 0.0454 -0.1189
C 8.2614 -3.7131 -0.2077 0.0440 0.0756 -0.0803
C 5.7520 0.0634 -2.0239 0.1435 -0.0406 -0.1110
C -8.4204 3.2407 -3.1555 0.1807 0.2007 -0.4043
C -5.7243 1.4212 -2.6446 -0.1446 -0.0573 0.0972
H 8.3048 -4.4551 -1.0109 0.0462 -0.0656 0.0516
H 9.1002 -3.0270 -0.3201 -0.0730 0.0324 -0.0451
H -9.8701 1.2093 -4.2880 0.0023 -0.0914 0.0487
H -4.3914 3.9682 0.9170 0.6940 -0.1011 -0.2812
H -5.9420 1.4618 -3.7141 0.0342 0.0549 0.0138
H 2.1445 2.5955 -1.3155 0.0730 0.1395 -0.0562
H -8.4402 0.6765 -3.3595 -0.0227 0.0205 0.0228
H -6.3235 3.7383 -2.9843 -0.0496 -0.0551 -0.0727
H -0.6419 3.0350 -1.0719 -0.3018 0.4666 -0.4452
H -2.1658 -5.2535 3.6567 0.0103 -0.0074 -0.1112
H 7.6353 -2.0381 2.0852 -0.0259 0.0070 -0.0106
H -1.4438 -0.9683 1.8144 0.0531 -0.0319 0.0028
H -4.7643 1.9156 -2.4459 0.0971 -0.0087 -0.1606
H -7.2702 3.9584 -1.5028 -0.0227 0.0242 -0.0205
H 2.3045 1.0292 -3.2026 0.0934 0.0152 0.0172
H 6.4751 0.8781 -2.0477 -0.0374 -0.0120 -0.0994
H -1.8768 3.8873 -2.1483 0.3850 -0.0641 0.4117
H -2.3535 1.7157 0.2502 -0.5377 0.1248 0.2866
H -1.7644 -3.7988 2.7005 0.0359 -0.0179 0.0094
H 1.6309 -0.4833 -2.5755 0.0077 0.0047 -0.0357
H 0.9024 -1.9332 4.9334 -0.0154 0.0005 0.0237
H -8.7099 4.2570 -3.4403 -0.0081 0.0074 0.0662
H -4.0375 1.4905 -0.3139 0.4650 0.2292 0.4818
H -4.0978 3.6984 -0.7993 0.6283 0.3729 0.4872
H 8.3470 -4.2135 0.7596 -0.0377 -0.0112 -0.0205
H 0.6139 0.6636 0.6610 0.0578 0.4183 0.8114
H -0.5058 -3.5681 6.0550 0.0592 0.0025 -0.0198
H 3.3317 2.1587 -0.0617 -0.0331 -0.0525 -0.0063
H 6.2877 -0.8849 -2.1211 0.0025 -0.0137 0.1516
H 3.8386 2.2284 -1.7597 -0.0342 -0.0015 -0.0252
H 0.2336 5.0256 1.8212 -0.4989 -0.4397 -0.5297
H -0.7015 -1.2394 5.2127 -0.0559 -0.0591 -0.0268
H 8.0722 -3.0301 3.4878 -0.0783 -0.0498 0.0078
H 6.1052 -4.7723 0.0445 0.0066 0.0272 0.0784
H -3.4108 -4.0337 3.3161 0.0139 -0.0086 0.0986
H 3.5134 -0.9791 -4.0337 -0.0604 -0.0344 0.0279
H -9.2240 2.8206 -2.5434 0.0746 -0.0273 0.0491
H 4.5453 -3.8318 1.7375 -0.0260 0.0340 -0.0404
H 6.6561 -1.9611 3.5786 0.0611 0.0811 -0.0149
H -5.6485 0.3757 -2.3458 -0.0195 0.0461 0.0681
H 3.9100 -1.4588 -2.3768 -0.0506 0.0510 0.0416
H -8.4222 0.6220 -5.1314 -0.0148 0.0987 -0.0226
H 5.2274 0.0914 -1.0652 -0.0103 -0.0471 -0.0128
H 5.1122 -3.4550 -0.5979 -0.0394 -0.0413 0.0171
H -0.4154 4.7856 -1.5643 -0.3544 -0.6381 0.0259
H 5.2775 -2.2288 1.5611 0.0570 0.0076 -0.0610
H -3.7913 1.7506 1.4140 0.6550 -0.0356 -0.4020
H -0.1072 -4.1525 4.4329 0.0115 0.0658 -0.0462
H -1.1422 0.1025 3.2019 -0.1449 0.0462 0.0466
H -2.2556 -1.2891 3.3576 0.0133 0.0193 0.0144
```
Forces are in eV/Å.

And the Mulliken charges, in e, turn out to be: number 1, S, carries -0.031; number 2, P, carries 0.124; number 3, O, carries -0.348; number 4, O, carries -0.269; number 5, O, carries -0.407; number 6, O, carries -0.250; number 7, O, carries -0.374; number 8, O, carries -0.287; number 9, O, carries -0.384; number 10, O, carries -0.375; number 11, C, carries -0.708; number 12, C, carries -0.293; number 13, C, carries -0.804; number 14, C, carries -0.699; number 15, C, carries -0.499; number 16, C, carries -0.469; number 17, C, carries -0.740; number 18, C, carries -0.106; number 19, C, carries -0.734; number 20, C, carries -0.376; number 21, C, carries -0.562; number 22, C, carries -0.374; number 23, C, carries -0.723; number 24, C, carries 0.104; number 25, C, carries -0.535; number 26, C, carries -0.462; number 27, C, carries -0.701; number 28, C, carries -0.816; number 29, C, carries -0.665; number 30, C, carries -0.702; number 31, C, carries -0.666; number 32, H, carries 0.319; number 33, H, carries 0.239; number 34, H, carries 0.329; number 35, H, carries 0.461; number 36, H, carries 0.389; number 37, H, carries 0.140; number 38, H, carries 0.301; number 39, H, carries 0.351; number 40, H, carries 0.101; number 41, H, carries 0.334; number 42, H, carries 0.298; number 43, H, carries 0.256; number 44, H, carries 0.160; number 45, H, carries 0.372; number 46, H, carries 0.354; number 47, H, carries 0.318; number 48, H, carries 0.355; number 49, H, carries 0.178; number 50, H, carries 0.287; number 51, H, carries 0.385; number 52, H, carries 0.376; number 53, H, carries 0.381; number 54, H, carries 0.179; number 55, H, carries -0.051; number 56, H, carries 0.342; number 57, H, carries 0.516; number 58, H, carries 0.375; number 59, H, carries 0.254; number 60, H, carries 0.296; number 61, H, carries 0.477; number 62, H, carries 0.297; number 63, H, carries 0.331; number 64, H, carries 0.256; number 65, H, carries 0.356; number 66, H, carries 0.247; number 67, H, carries 0.404; number 68, H, carries 0.358; number 69, H, carries 0.372; number 70, H, carries 0.315; number 71, H, carries 0.260; number 72, H, carries 0.037; number 73, H, carries 0.244; number 74, H, carries 0.265; number 75, H, carries 0.311; number 76, H, carries 0.366; number 77, H, carries 0.298; number 78, H, carries 0.333; number 79, H, carries 0.330; number 80, H, carries 0.261; number 81, H, carries 0.420